Entry 1:
# C4H8O2

A structure of composition C4H8O2 (ωB97M-V with the def2-TZVPD basis set, the OMol25 dataset).

Results
ΔE to the lowest compared entry with this formula, charge and spin, eV: 1.9286
Highest occupied orbital energy, eV: -10.0

Element x y z (Å)
O -2.015 0.583 -0.470
C -1.516 -0.616 0.070
C -0.044 -0.488 0.437
C 0.958 -0.271 -0.696
C 1.469 0.869 0.187
O 0.278 0.805 1.002
H -1.734 1.281 0.140
H -2.110 -0.950 0.937
H -1.598 -1.382 -0.712
H 0.250 -1.282 1.138
H 1.637 -1.090 -0.941
H 0.449 0.093 -1.592
H 1.619 1.849 -0.277
H 2.357 0.600 0.777

Löwdin population analysis, charges in e, atoms 1 to 4: -0.0545, -0.2201, -0.3141, -0.0907



Entry 2:
# C22H39Cl10NO10

A cluster of 9 separate species, C22H39Cl10NO10 in total (ωB97M-V with the def2-TZVPD basis set, the OMol25 dataset).

Results
SMILES: O=C1OCCO1.O=C1OCCO1.O=C1OCCO1.CNC(C)=O.ClCCCl.ClCCCl.ClCCCl.ClCCCl.ClCCCl
Highest occupied orbital energy, eV: -9.5

Element x y z (Å)
O 0.272 1.107 -2.343
C -0.458 2.109 -2.365
O -1.626 2.208 -1.732
C -2.254 3.366 -2.017
C -1.382 3.959 -3.128
O -0.182 3.275 -2.964
H -3.330 3.221 -2.111
H -2.227 4.109 -1.221
H -1.290 5.016 -2.880
H -1.765 3.816 -4.139
O -4.830 2.136 -4.062
C -4.765 1.232 -3.259
O -5.084 1.411 -1.972
C -5.184 0.198 -1.277
C -4.325 -0.724 -2.155
O -4.353 -0.016 -3.451
H -4.898 0.221 -0.225
H -6.229 -0.110 -1.250
H -4.724 -1.739 -2.147
H -3.253 -0.847 -2.004
O 1.265 -0.425 8.395
C 1.092 -1.331 7.622
O 1.945 -2.303 7.438
C 1.523 -3.069 6.364
C 0.116 -2.605 6.095
O 0.109 -1.366 6.706
H 2.162 -2.896 5.498
H 1.648 -4.150 6.415
H -0.705 -3.212 6.475
H -0.086 -2.332 5.059
C 3.502 -0.775 -2.820
N 2.704 0.118 -3.626
C 2.365 0.036 -4.955
C 1.388 1.096 -5.488
O 2.811 -0.840 -5.674
H 3.089 -0.922 -1.822
H 4.557 -0.500 -2.788
H 3.491 -1.812 -3.156
H 2.224 0.910 -3.223
H 0.395 0.667 -5.620
H 1.592 1.463 -6.494
H 1.408 2.008 -4.892
Cl 3.209 -0.467 4.713
C 3.027 1.301 4.943
C 2.608 2.083 3.690
Cl 0.831 1.980 3.408
H 4.041 1.619 5.181
H 2.436 1.441 5.848
H 3.175 1.795 2.805
H 2.823 3.149 3.769
Cl -2.159 -3.485 -2.145
C -0.518 -2.874 -2.360
C -0.011 -2.862 -3.760
Cl -1.106 -2.028 -4.945
H 0.155 -3.343 -1.642
H -0.482 -1.805 -2.146
H 0.087 -3.869 -4.166
H 0.970 -2.404 -3.888
Cl 2.193 4.292 0.993
C 3.741 3.983 0.050
C 3.470 2.744 -0.854
Cl 3.305 1.291 0.163
H 4.515 3.702 0.764
H 4.066 4.857 -0.515
H 4.279 2.625 -1.575
H 2.537 2.824 -1.412
Cl -4.933 -1.272 2.081
C -3.975 -2.643 1.469
C -2.782 -3.001 2.338
Cl -3.374 -3.532 3.881
H -3.650 -2.286 0.492
H -4.653 -3.469 1.256
H -2.219 -2.080 2.486
H -2.123 -3.788 1.971
Cl 0.764 -2.847 1.454
C 0.791 -1.030 1.712
C 0.385 -0.339 0.407
Cl -1.444 -0.350 0.267
H 1.773 -0.738 2.083
H 0.078 -0.820 2.509
H 0.767 -0.773 -0.517
H 0.691 0.706 0.381

Löwdin population analysis, charges in e, atoms 1 to 4: 0.0835, -0.5011, 0.0622, -0.1499



Entry 3:
# C5H8INOS

An isolated molecule of C5H8INOS (ωB97M-V with the def2-TZVPD basis set, the OMol25 dataset).

Results
Highest occupied orbital energy (spin up / spin down), eV: -8.3 / -8.3

Element x y z (Å)
C -0.666 1.250 1.082
C -0.414 1.070 -0.346
C 1.213 -1.143 -0.219
C -1.528 1.675 -1.194
C 1.692 -2.523 -0.270
N -0.416 0.005 1.664
O -1.145 2.225 1.592
S -0.364 -0.828 -0.291
I -0.954 -0.026 3.708
H 0.553 1.391 -0.776
H 1.801 -0.309 -0.147
H -1.464 2.829 -0.866
H -2.466 1.228 -0.928
H -1.428 1.566 -2.229
H 1.595 -2.770 0.815
H 2.775 -2.458 -0.544
H 1.216 -3.182 -1.051

Löwdin population analysis, charges in e, atoms 1 to 4: -0.8067, -0.4252, -0.5056, -0.0739



Entry 4:
# C7H17N4

A cluster of 2 separate species, C7H17N4 in total (ωB97M-V with the def2-TZVPD basis set, the OMol25 dataset).

Results
Charge: +1
ΔE to the lowest compared entry with this formula, charge and spin, eV: 3.9569
Highest occupied orbital energy, eV: -10.7

Element x y z (Å)
C 0.699 0.200 -1.496
C 0.500 -0.342 -0.293
C -0.792 2.336 -1.755
C 1.801 -0.305 -2.366
C -2.287 -2.440 1.373
C 1.625 0.521 1.641
C -1.674 -2.409 2.742
N -0.168 1.043 -2.226
N 0.181 3.303 -1.954
N -0.541 -1.802 3.042
N 0.637 -0.369 0.961
H -1.731 2.398 -2.258
H -0.821 2.113 -0.678
H 1.492 -0.333 -3.356
H 2.182 -1.300 -1.957
H 2.676 0.395 -2.334
H -2.629 -3.450 1.169
H -1.589 -2.345 0.532
H -3.104 -1.676 1.424
H 0.952 1.284 1.935
H 1.956 -0.143 2.429
H 2.499 0.785 1.014
H 0.378 3.998 -1.229
H 0.262 1.169 -3.149
H 0.090 3.707 -2.877
H 0.054 -1.474 2.174
H -0.128 -1.954 3.997
H -2.520 -2.909 3.493

Löwdin population analysis, charges in e, atoms 1 to 4: -0.3294, -0.0525, -0.2695, -0.0351